Entry from OMol25: a single C7H10 molecule in a non-equilibrium geometry (the ωB97M-V functional and the def2-TZVPD basis).

Structure (XYZ):
```
17
Properties=species:S:1:pos:R:3
C -1.879 2.110 0.530
C -1.065 1.235 0.337
C -0.333 0.017 0.056
C 1.147 -0.444 0.394
C 2.352 0.399 -0.104
C -0.947 -0.854 -0.997
C -1.621 -0.910 0.315
H -2.396 3.041 0.510
H 1.271 -1.417 -0.107
H 1.304 -0.654 1.457
H 2.334 0.574 -1.186
H 3.296 -0.138 0.097
H 2.429 1.367 0.397
H -1.445 -0.348 -1.811
H -0.378 -1.738 -1.242
H -1.452 -1.640 1.083
H -2.664 -0.573 0.297
```

Output
HOMO energy   -8.41 eV
Charge   0
SMILES string   C#CC1(CC)CC1
Gap between HOMO and LUMO   9.48 eV
Spin multiplicity   1
Total energy   -272.57510 hartree
E_LUMO   1.07 eV

Results of the Mulliken charge analysis, in e, for atoms 1 through 2: C 0.201; C -0.802


Entry from OMol25: a molecular structure, C7H10 (the ωB97M-V functional and the def2-TZVPD basis).

Structure (XYZ):
```
17
Properties=species:S:1:pos:R:3
C 2.096 0.418 0.028
C 1.112 -0.582 0.634
C -0.263 -0.023 0.804
C -1.518 -0.112 -0.927
C -1.434 -0.877 0.431
C -0.473 1.347 0.801
C -1.089 1.290 -0.424
H 1.798 0.681 -0.994
H 3.101 -0.008 -0.001
H 2.101 1.346 0.604
H 1.044 -1.489 0.020
H 1.444 -0.912 1.624
H -2.496 -0.089 -1.406
H -0.816 -0.598 -1.625
H -1.225 -1.951 0.387
H -2.328 -0.691 1.031
H -1.178 2.141 -1.098
```

Output
HOMO energy   -7.98 eV
Charge   0
Gap between HOMO and LUMO   8.36 eV
Spin multiplicity   1
Total energy   -272.56323 hartree
E_LUMO   0.38 eV

Results of the Mulliken charge analysis, in e, for atoms 1 through 2: C -1.302; C -0.432


Entry from OMol25: a molecular structure, C7H10 in a non-equilibrium geometry (the ωB97M-V functional and the def2-TZVPD basis).

Structure (XYZ):
```
17
Properties=species:S:1:pos:R:3
C -1.639 -0.160 0.106
C -0.538 -0.703 0.966
C 0.504 -1.267 0.064
C 0.796 -0.099 -0.844
C 1.450 1.014 0.000
C 0.085 1.079 0.686
C -0.590 0.665 -0.639
H -2.223 -0.955 -0.347
H -2.315 0.544 0.631
H -0.885 -2.062 1.213
H -0.018 -2.089 -0.461
H 1.327 -1.681 0.664
H 1.226 -0.404 -1.796
H 2.368 0.834 0.567
H 1.608 1.903 -0.641
H -0.281 1.940 1.257
H -0.896 1.381 -1.408
```

Output
HOMO energy   -9.19 eV
Charge   0
Gap between HOMO and LUMO   9.90 eV
Spin multiplicity   1
Total energy   -272.51622 hartree
E_LUMO   0.72 eV

Results of the Mulliken charge analysis, in e, for atoms 1 through 2: C -0.512; C -0.485


Entry from OMol25: a molecular structure, C7H10 in a non-equilibrium geometry (the ωB97M-V functional and the def2-TZVPD basis).

Structure (XYZ):
```
17
Properties=species:S:1:pos:R:3
C 0.486 1.420 0.911
C -0.690 0.771 1.160
C 1.319 0.602 -0.055
C -1.133 -0.184 -0.080
C 0.229 -0.479 0.040
C -1.741 0.737 -1.244
C 0.803 -1.753 0.627
H 0.927 2.168 1.502
H 1.809 1.019 -0.907
H 2.259 0.181 0.275
H -1.825 -1.068 0.232
H -2.291 0.202 -2.002
H -0.970 1.156 -1.887
H -2.327 1.536 -0.748
H 1.600 -1.576 1.293
H 1.449 -2.327 -0.139
H 0.096 -2.406 1.019
```

Output
HOMO energy   -7.75 eV
Charge   0
Gap between HOMO and LUMO   8.57 eV
Spin multiplicity   1
Total energy   -272.52369 hartree
E_LUMO   0.83 eV

Results of the Mulliken charge analysis, in e, for atoms 1 through 2: C -0.153; C -0.834


Entry from OMol25: a molecular structure, C7H10 (the ωB97M-V functional and the def2-TZVPD basis).

Structure (XYZ):
```
17
Properties=species:S:1:pos:R:3
C 2.004 -0.080 -0.020
C 0.497 0.050 0.094
C -0.477 -0.784 1.008
C -1.489 -0.366 -0.105
C -0.311 -0.537 -1.087
C -1.471 1.153 0.082
C -0.174 1.428 0.235
H 2.254 -0.168 -1.085
H 2.542 0.786 0.374
H 2.391 -0.986 0.456
H -0.687 -0.415 2.018
H -0.257 -1.859 1.032
H -2.446 -0.868 -0.250
H -0.306 0.043 -2.015
H -0.048 -1.584 -1.275
H -2.329 1.812 0.084
H 0.307 2.376 0.455
```

Output
HOMO energy   -8.78 eV
Charge   0
Gap between HOMO and LUMO   9.85 eV
Spin multiplicity   1
Total energy   -272.64515 hartree
E_LUMO   1.07 eV

Results of the Mulliken charge analysis, in e, for atoms 1 through 2: C -1.463; C 0.839


Entry from OMol25: a single C7H10 molecule (the ωB97M-V functional and the def2-TZVPD basis).

Structure (XYZ):
```
17
Properties=species:S:1:pos:R:3
C -1.434 -0.559 -1.834
C -0.399 0.497 -1.453
C -0.187 0.552 0.026
C -1.004 -0.023 0.954
C -0.235 -0.527 1.947
C 1.241 -0.403 1.598
C 1.158 0.862 0.656
H -1.123 -1.542 -1.465
H -1.562 -0.620 -2.919
H -2.399 -0.335 -1.371
H 0.569 0.287 -1.929
H -0.699 1.487 -1.828
H -0.569 -0.855 2.930
H 1.888 -0.284 2.476
H 1.628 -1.250 1.013
H 1.972 0.949 -0.074
H 1.157 1.766 1.275
```

Output
HOMO energy (spin up / spin down)   -7.93 / -7.93 eV
Charge   0
SMILES string   CCC1=C=CCC1
Gap between HOMO and LUMO (spin up / spin down)   7.76 / 7.75 eV
Spin multiplicity   1
Total energy   -272.58585 hartree
E_LUMO (spin up / spin down)   -0.17 / -0.17 eV

Results of the Mulliken charge analysis, in e, for atoms 1 through 2: C -1.274; C -0.235


Entry from OMol25: a single C7H10 molecule (the ωB97M-V functional and the def2-TZVPD basis).

Structure (XYZ):
```
17
Properties=species:S:1:pos:R:3
C -1.008 -1.455 0.103
C -0.955 -0.474 -1.075
C 1.677 -0.041 0.309
C 1.246 0.954 -0.702
C -0.295 0.902 -0.880
C 1.275 0.188 1.596
C 0.953 0.321 2.770
H -0.044 -1.939 0.293
H -1.731 -2.250 -0.117
H -1.324 -0.972 1.035
H -0.492 -0.979 -1.933
H -1.988 -0.255 -1.371
H 1.513 1.965 -0.352
H 1.745 0.802 -1.664
H -0.515 1.489 -1.779
H -0.763 1.422 -0.037
H 0.705 0.324 3.805
```

Output
HOMO energy (spin up / spin down)   -8.11 / -8.12 eV
Charge   0
Gap between HOMO and LUMO (spin up / spin down)   7.19 / 7.19 eV
Spin multiplicity   1
Total energy   -272.53223 hartree
E_LUMO (spin up / spin down)   -0.92 / -0.93 eV

Results of the Mulliken charge analysis, in e, for atoms 1 through 2: C -1.167; C -0.276


Entry from OMol25: a single C7H10 molecule in a non-equilibrium geometry (the ωB97M-V functional and the def2-TZVPD basis).

Structure (XYZ):
```
17
Properties=species:S:1:pos:R:3
C 2.860 -0.819 -0.220
C 1.926 0.025 0.206
C 0.396 -0.482 0.479
C -0.463 0.426 0.121
C -0.418 1.887 -0.132
C -1.969 -0.241 0.307
C -2.372 -1.373 -0.258
H 2.610 -1.826 -0.527
H 3.913 -0.574 -0.211
H 2.198 1.032 0.502
H 0.320 -1.548 0.599
H 0.033 2.079 -1.106
H -1.422 2.307 -0.128
H 0.177 2.398 0.625
H -2.694 0.427 0.761
H -3.410 -1.677 -0.260
H -1.683 -2.039 -0.757
```

Output
HOMO energy   -8.81 eV
Charge   0
SMILES string   C=C/C=C(\C)C=C
Gap between HOMO and LUMO   9.88 eV
Spin multiplicity   1
Total energy   -272.61049 hartree
E_LUMO   1.08 eV

Results of the Mulliken charge analysis, in e, for atoms 1 through 2: C -0.738; C -0.133


Entry from OMol25: 2 unconnected molecules or ions with the total composition C7H10 (the ωB97M-V functional and the def2-TZVPD basis).

Structure (XYZ):
```
17
Properties=species:S:1:pos:R:3
C -1.151 1.019 0.966
C -1.553 -0.416 0.354
C -0.439 1.564 -0.159
C 0.832 1.123 -0.543
C 1.447 -0.038 -0.119
C 0.810 -1.135 0.630
C -0.659 -1.370 0.372
H -2.052 1.571 1.241
H -0.539 0.840 1.853
H -2.552 -0.448 -0.064
H -0.942 2.295 -0.788
H 1.345 1.704 -1.308
H 2.423 -0.256 -0.550
H 0.736 -1.581 -2.224
H 1.406 -2.050 0.572
H 0.747 -0.890 1.705
H 0.141 -1.932 -1.938
```

Output
HOMO energy (spin up / spin down)   -8.21 / -7.37 eV
Charge   0
Gap between HOMO and LUMO (spin up / spin down)   8.02 / 7.16 eV
Spin multiplicity   1
Total energy   -272.52362 hartree
E_LUMO (spin up / spin down)   -0.19 / -0.21 eV

Results of the Mulliken charge analysis, in e, for atoms 1 through 2: C -0.663; C -0.216


Entry from OMol25: a molecular structure, C7H10 in a non-equilibrium geometry (the ωB97M-V functional and the def2-TZVPD basis).

Structure (XYZ):
```
17
Properties=species:S:1:pos:R:3
C 0.538 -1.778 0.336
C -0.361 -0.708 0.709
C 0.568 0.544 1.864
C -0.324 0.708 0.808
C 0.187 1.707 -1.284
C -0.557 0.763 -1.797
C -1.194 -0.187 -2.093
H 0.755 -2.393 1.213
H 0.039 -2.421 -0.391
H 1.469 -1.393 -0.075
H -1.280 -1.049 1.185
H 0.484 1.162 2.750
H 1.596 0.203 1.773
H -1.242 1.259 0.931
H 1.214 1.539 -1.585
H -0.222 2.692 -1.437
H -1.670 -0.647 -2.907
```

Output
HOMO energy (spin up / spin down)   -7.15 / -7.15 eV
Charge   0
Gap between HOMO and LUMO (spin up / spin down)   7.90 / 7.90 eV
Spin multiplicity   1
Total energy   -272.44786 hartree
E_LUMO (spin up / spin down)   0.75 / 0.75 eV

Results of the Mulliken charge analysis, in e, for atoms 1 through 2: C -1.254; C 0.256


Look up the charge of the sixth one. 0


Which of these has the lowest total energy? number 5